Entry 1:
Below is a structure of composition HO3S3 in a non-equilibrium geometry, with properties calculated with the ωB97M-V functional and the def2-TZVPD basis.

Last column: Mulliken charge in e.
Atoms and positions in Å:
O 0.571253 1.083953 -1.055910  -0.502
O -0.923144 -0.373789 0.879934  -0.451
O 1.338963 -1.205393 -0.643584  -0.487
S -2.281561 -0.810321 0.245154  -0.027
S 3.184694 0.822298 0.580118  -0.476
S 1.028389 0.099554 -0.093027  0.841
H -2.918595 0.383698 0.087317  0.103

Forces on the atoms, in the same order (eV/Å):
-0.4 0.0 0.5
0.2 0.0 1.1
-0.6 -0.1 0.5
0.5 0.3 -0.5
-1.7 -0.3 0.2
1.9 0.2 -1.8
0.0 -0.1 0.0

Results
Molar mass in g/mol: 145.21
Total charge: -1
ΔE to the lowest compared entry with this formula, charge and spin in kcal per mole: 86.45
HOMO-LUMO gap (alpha / beta) in eV: 6.4 / 5.3
Maximum force in eV/Å: 2.635
E_HOMO (alpha / beta) in eV: -4.47 / -4.02

Entry 2:
Below is a structure of composition HO3S3 in a non-equilibrium geometry, with properties calculated with the ωB97M-V functional and the def2-TZVPD basis.

Last column: Mulliken charge in e.
Atoms and positions in Å:
O 0.419636 -0.651627 -1.062669  -0.623
O -0.648090 -0.065518 1.081260  -0.269
O 1.798979 -0.230682 0.954706  -0.576
S -1.947689 -0.569167 0.216610  -0.272
S 0.775331 2.041077 -0.329267  -0.484
S 0.682745 0.149412 0.142676  0.936
H -1.080912 -0.673495 -1.003316  0.289

Forces on the atoms, in the same order (eV/Å):
0.6 -0.4 0.1
1.4 0.0 0.2
-0.1 -0.8 0.4
-1.3 -0.5 -1.6
-0.3 0.1 0.1
1.0 1.8 -0.5
-1.2 -0.1 1.4

Results
Molar mass in g/mol: 145.21
Total charge: -1
ΔE to the lowest compared entry with this formula, charge and spin in kcal per mole: 36.04
HOMO-LUMO gap in eV: 7.8
Maximum force in eV/Å: 2.129
E_HOMO in eV: -4.42

Entry 3:
Below is a cluster of 2 separate species, HO3S3 in total in a non-equilibrium geometry, with properties calculated with the ωB97M-V functional and the def2-TZVPD basis.

Last column: Mulliken charge in e.
Atoms and positions in Å:
O 1.352934 0.865034 0.244729  -0.520
O -0.725383 -0.055483 -1.062785  -0.389
O 1.297715 -1.183435 -1.142058  -0.613
S -1.541740 1.442844 1.456738  -0.373
S 0.195436 -1.352471 1.353396  -0.286
S 0.658712 -0.322888 -0.191665  0.893
H -1.237673 0.606399 -0.658355  0.287

Forces on the atoms, in the same order (eV/Å):
-0.6 0.4 -0.9
2.4 -1.1 -0.5
0.9 -0.2 -0.4
0.2 -0.3 0.4
-1.3 -0.4 1.8
-0.1 0.0 -1.8
-1.3 1.7 1.4

Results
Molar mass in g/mol: 145.21
Total charge: -1
ΔE to the lowest compared entry with this formula, charge and spin in kcal per mole: 68.33
HOMO-LUMO gap (alpha / beta) in eV: 5.8 / 6.7
Maximum force in eV/Å: 2.666
E_HOMO (alpha / beta) in eV: -4.63 / -4.90

Entry 4:
Below is a cluster of 2 separate species, HOS3 in total in a non-equilibrium geometry, with properties calculated with the ωB97M-V functional and the def2-TZVPD basis.

Last column: Mulliken charge in e.
Atoms and positions in Å:
O -1.010718 -0.512217 -1.185928  -0.510
S 0.664583 1.715786 -1.063014  -0.455
S 0.941842 -1.744621 1.700459  -0.461
S 0.011571 0.030476 -0.340780  0.262
H -0.607278 0.510576 0.889263  0.163

Forces on the atoms, in the same order (eV/Å):
-1.6 -1.6 -1.1
0.8 0.4 0.0
-0.2 0.7 -1.0
0.4 1.0 3.5
0.5 -0.6 -1.4

Results
Molar mass in g/mol: 113.21
Total charge: -1
ΔE to the lowest compared entry with this formula, charge and spin in kcal per mole: 60.36
HOMO-LUMO gap (alpha / beta) in eV: 5.8 / 6.5
Maximum force in eV/Å: 3.682
E_HOMO (alpha / beta) in eV: -4.08 / -4.19

Entry 5:
Below is a structure of composition HOSn in a non-equilibrium geometry, with properties calculated with the ωB97M-V functional and the def2-TZVPD basis.

Last column: Mulliken spin population.
Atoms and positions in Å:
Sn -1.241187 -1.533530 0.367529  1.104
O 0.573294 0.780900 0.302233  -0.105
H 0.667893 0.752631 -0.669762  0.001

Forces on the atoms, in the same order (eV/Å):
1.6 2.1 0.0
-1.7 -2.2 -0.5
0.0 0.1 0.5

Results
Molar mass in g/mol: 135.72
Multiplicity: 2
HOMO-LUMO gap (alpha / beta) in eV: 5.8 / 7.0
Maximum force in eV/Å: 2.789
E_HOMO (alpha / beta) in eV: -7.90 / -8.90

Entry 6:
Below is a structure of composition IMn2, with properties calculated with the ωB97M-V functional and the def2-TZVPD basis.

Last column: Mulliken spin population.
Atoms and positions in Å:
Mn 21.292271 -12.646121 -7.303332  4.984
Mn 23.205104 -12.200944 -3.319277  4.989
I 21.666278 -13.653453 -4.913213  0.027

Forces on the atoms, in the same order (eV/Å):
-0.2 0.1 -0.8
0.3 0.2 0.5
-0.1 -0.3 0.3

Results
Molar mass in g/mol: 236.78
Total charge: +3
Multiplicity: 11
ΔE to the lowest compared entry with this formula, charge and spin in kcal per mole: 1.97
HOMO-LUMO gap (alpha / beta) in eV: 8.6 / 8.6
Maximum force in eV/Å: 0.849
E_HOMO (alpha / beta) in eV: -24.23 / -24.37

Entry 7:
Below is a structure of composition IMn2, with properties calculated with the ωB97M-V functional and the def2-TZVPD basis.

Last column: Mulliken spin population.
Atoms and positions in Å:
Mn -0.895010 -1.893418 0.877112  4.992
Mn 0.365854 2.309176 -0.001507  5.013
I 0.529156 -0.415758 -0.875605  -0.005

Forces on the atoms, in the same order (eV/Å):
0.0 -0.4 -0.1
0.2 -0.3 -0.4
-0.2 0.7 0.5

Results
Molar mass in g/mol: 236.78
Total charge: +3
Multiplicity: 11
ΔE to the lowest compared entry with this formula, charge and spin in kcal per mole: 3.28
HOMO-LUMO gap (alpha / beta) in eV: 7.9 / 8.0
Maximum force in eV/Å: 0.842
E_HOMO (alpha / beta) in eV: -23.73 / -23.80

Entry 8:
Below is a structure of composition IN4O12Rb in a non-equilibrium geometry, with properties calculated with the ωB97M-V functional and the def2-TZVPD basis.

Last column: Mulliken charge in e.
Atoms and positions in Å:
Rb 0.457895 0.417306 -0.103358  0.855
I -1.190314 1.142366 -3.254290  -1.067
N -0.910778 -0.268764 3.294905  1.026
O 0.104202 0.468930 3.444963  -0.712
O -1.731609 -0.296626 4.283381  -0.729
O -1.148891 -0.822308 2.320638  -0.567
N -3.670398 2.404000 0.555839  0.794
O -3.097855 3.481649 0.898754  -0.642
O -4.486546 1.780240 1.348107  -0.631
O -3.325392 1.693514 -0.464884  -0.437
N 4.070237 0.688424 -1.109516  0.849
O 4.964950 1.311554 -1.786934  -0.665
O 2.893151 0.741321 -1.542525  -0.491
O 4.399231 -0.152055 -0.188132  -0.630
N 0.674544 -3.161922 -1.957653  0.921
O 1.232125 -3.236098 -3.051536  -0.671
O 1.244930 -3.409276 -0.851156  -0.654
O -0.479480 -2.782255 -1.836604  -0.552

Forces on the atoms, in the same order (eV/Å):
-0.4 -0.4 -0.1
0.0 0.2 -0.6
0.0 4.0 6.6
0.7 -0.1 -0.4
0.4 -0.5 -0.1
-0.9 -3.4 -5.8
0.7 -3.9 0.4
-1.2 -0.9 -0.8
0.4 2.3 -0.6
-0.4 2.8 1.4
0.6 -1.8 -1.6
-0.5 -0.4 1.6
0.8 0.3 1.3
-0.5 2.1 -1.1
-0.1 0.4 2.4
0.7 -0.6 -0.6
1.4 -0.7 -0.7
-1.9 0.4 -1.1

Results
Molar mass in g/mol: 460.39
Total charge: -4
ΔE to the lowest compared entry with this formula, charge and spin in kcal per mole: 0.00
HOMO-LUMO gap in eV: 4.5
Maximum force in eV/Å: 7.746
E_HOMO in eV: 3.48

Entry 9:
Below is a structure of composition IN4O16SSr in a non-equilibrium geometry, with properties calculated with the ωB97M-V functional and the def2-TZVPD basis.

Last column: Mulliken charge in e.
Atoms and positions in Å:
Sr 0.264587 0.376207 0.977439  2.004
N 2.818225 -0.726422 -1.531613  0.850
O 2.094779 -0.992136 -2.482925  -0.589
O 2.379392 -0.681143 -0.354809  -0.503
O 4.057375 -0.511531 -1.714920  -0.732
N 1.907724 -3.002398 2.714348  0.802
O 2.861484 -3.132305 3.521398  -0.700
O 1.373778 -4.012264 2.221204  -0.649
O 1.445380 -1.879540 2.440155  -0.483
N -2.933469 2.824004 1.506324  0.871
O -3.475730 2.674514 0.418995  -0.601
O -1.739672 2.489175 1.661655  -0.516
O -3.554772 3.326663 2.496386  -0.738
N -0.022001 2.339214 -2.166655  0.712
O -0.754722 1.785573 -2.974476  -0.578
O 0.818897 3.186770 -2.524825  -0.720
O -0.075585 2.005247 -0.942169  -0.450
I 2.258533 2.243531 2.240898  -0.886
S -1.954157 -1.616678 -1.157404  0.846
O -0.959979 -1.370823 -0.081891  -0.745
O -2.549146 -0.342700 -1.524437  -0.616
O -1.299609 -2.423515 -2.205807  -0.743
O -2.961311 -2.559442 -0.536872  -0.839

Forces on the atoms, in the same order (eV/Å):
-0.9 -1.2 -2.0
0.5 0.1 0.3
-0.1 0.0 -0.1
-0.1 0.3 -0.2
0.0 -0.1 0.0
-1.0 0.0 -0.3
0.4 0.1 0.2
0.3 -0.3 0.1
0.4 0.1 0.4
0.6 -0.2 0.2
-0.6 0.3 -0.1
0.1 -0.2 0.4
-0.3 0.1 -0.1
0.1 -1.2 0.9
-0.2 0.4 -0.4
0.3 0.8 -0.2
0.3 0.4 -0.4
1.0 1.0 1.0
-1.0 -2.8 1.0
1.3 0.9 1.3
-0.4 0.2 -0.9
0.1 0.8 -1.1
-0.8 0.5 -0.1

Results
Molar mass in g/mol: 558.60
Total charge: -5
ΔE to the lowest compared entry with this formula, charge and spin in kcal per mole: 0.00
HOMO-LUMO gap in eV: 3.3
Maximum force in eV/Å: 3.151
E_HOMO in eV: 6.61

Entry 10:
Below is a structure of composition INa, with properties calculated with the ωB97M-V functional and the def2-TZVPD basis.

Last column: Mulliken charge in e.
Atoms and positions in Å:
Na -13.984837 2.703911 -21.270998  0.872
I -10.258947 1.618727 -17.993992  -0.872

Forces on the atoms, in the same order (eV/Å):
0.5 -0.1 0.4
-0.5 0.1 -0.4

Results
Molar mass in g/mol: 149.89
ΔE to the lowest compared entry with this formula, charge and spin in kcal per mole: 50.00
HOMO-LUMO gap in eV: 3.6
Maximum force in eV/Å: 0.688
E_HOMO in eV: -6.38

Entry 11:
Below is a structure of composition IO6V3 in a non-equilibrium geometry, with properties calculated with the ωB97M-V functional and the def2-TZVPD basis.

Last column: Mulliken charge in e.
Atoms and positions in Å:
O 2.618595 -2.627949 -1.018188  -0.445
V 3.146218 -1.113125 -0.624972  1.437
O 4.691761 -0.973508 -0.963744  -0.406
O -2.187840 2.708946 -0.327397  -0.400
V -0.663586 2.379320 0.007273  1.340
O -0.497444 3.000681 1.521834  -0.406
O -2.448434 -1.816156 1.413107  -0.373
V -2.044163 -1.296412 -0.039297  1.414
O -3.223177 -0.182471 -0.348675  -0.425
I 0.608070 -0.079326 0.380059  0.263

Forces on the atoms, in the same order (eV/Å):
1.8 4.8 1.2
1.5 -4.6 -1.9
-3.2 -0.3 0.6
3.3 -1.3 0.2
-3.1 4.0 4.5
-0.1 -2.1 -4.7
1.4 1.0 -3.3
-5.2 2.0 2.7
4.2 -3.2 0.6
-0.7 -0.1 0.0

Results
Molar mass in g/mol: 375.73
Total charge: +2
ΔE to the lowest compared entry with this formula, charge and spin in kcal per mole: 43.12
HOMO-LUMO gap in eV: 8.6
Maximum force in eV/Å: 6.809
E_HOMO in eV: -19.31

Entry 12:
Below is a structure of composition InO8S2 in a non-equilibrium geometry, with properties calculated with the ωB97M-V functional and the def2-TZVPD basis.

Last column: Mulliken charge in e.
Atoms and positions in Å:
In -1.378112 -2.873189 0.652927  0.936
S 2.252607 -0.944240 -1.661466  1.278
O 1.111638 -1.587029 -2.310425  -0.645
O 2.115700 0.506036 -1.502554  -0.524
O 2.258849 -1.495775 -0.363624  -0.539
O 3.573538 -1.292135 -2.150210  -0.556
S -2.005197 1.591321 1.408602  1.285
O -2.691454 0.796209 0.394261  -0.671
O -1.049737 2.425400 0.796844  -0.541
O -2.829046 2.178656 2.419250  -0.512
O -1.358787 0.694746 2.316395  -0.512

Forces on the atoms, in the same order (eV/Å):
0.4 1.1 -0.3
-1.2 1.6 -1.9
-0.3 0.2 -1.3
0.0 0.4 -1.0
0.0 -2.4 5.9
0.9 -0.1 -1.4
-0.9 -1.4 -3.4
-1.1 -0.4 -0.1
1.8 2.5 -0.9
-2.8 2.3 1.5
3.0 -3.9 2.9

Results
Molar mass in g/mol: 306.94
Total charge: -1
ΔE to the lowest compared entry with this formula, charge and spin in kcal per mole: 180.79
HOMO-LUMO gap in eV: 2.4
Maximum force in eV/Å: 6.432
E_HOMO in eV: -4.30

Entry 13:
Below is a structure of composition InO8S2 in a non-equilibrium geometry, with properties calculated with the ωB97M-V functional and the def2-TZVPD basis.

Last column: Mulliken charge in e.
Atoms and positions in Å:
In -0.254734 0.085158 -0.916901  1.437
S -0.890827 2.156532 0.214179  1.422
O -1.915100 1.556477 -0.572867  -0.641
O -1.188274 3.456149 0.866745  -0.720
O -0.564253 1.096917 1.162386  -0.572
O 0.233193 2.259721 -0.714646  -0.636
S 0.901879 -2.112669 -0.029362  1.176
O 0.759700 -3.564219 -0.013216  -0.684
O 1.100797 -1.511329 -1.320855  -0.588
O -0.263851 -1.461528 0.473673  -0.507
O 2.081471 -1.961208 0.850865  -0.688

Forces on the atoms, in the same order (eV/Å):
0.5 0.3 1.4
0.5 6.1 7.1
-4.8 -2.4 -4.3
0.1 -2.2 -1.7
1.0 -0.8 0.9
3.1 -0.6 -2.8
7.0 -9.2 7.5
-1.8 0.1 -2.1
0.1 3.6 -6.2
-5.0 2.7 1.3
-0.8 2.4 -1.1

Results
Molar mass in g/mol: 306.94
Total charge: -1
ΔE to the lowest compared entry with this formula, charge and spin in kcal per mole: 18.96
HOMO-LUMO gap in eV: 5.6
Maximum force in eV/Å: 13.769
E_HOMO in eV: -5.44

Entry 14:
Below is the molecule N2 in a non-equilibrium geometry, with properties calculated with the ωB97M-V functional and the def2-TZVPD basis.

Last column: Mulliken charge in e.
Atoms and positions in Å:
N -0.015278 -0.496426 0.663745  0.000
N 0.015278 0.496426 -0.663745  0.000

Forces on the atoms, in the same order (eV/Å):
0.3 9.7 -12.9
-0.3 -9.7 12.9

Results
Molar mass in g/mol: 28.01
ΔE to the lowest compared entry with this formula, charge and spin in kcal per mole: 195.89
HOMO-LUMO gap in eV: 9.8
Maximum force in eV/Å: 16.145
E_HOMO in eV: -12.22

Entry 15:
Below is a cluster of 2 separate species, N2O4 in total in a non-equilibrium geometry, with properties calculated with the ωB97M-V functional and the def2-TZVPD basis.

Last column: Mulliken charge in e.
Atoms and positions in Å:
N -0.424748 0.075647 0.976402  0.929
N 0.496893 -0.085143 -0.903693  0.866
O -1.513906 -0.041390 0.589978  -0.419
O 0.293373 0.097807 1.860779  -0.456
O -0.485480 -0.090209 -1.525850  -0.439
O 1.633868 0.043288 -0.997617  -0.480

Forces on the atoms, in the same order (eV/Å):
1.2 -0.7 -5.9
-3.1 0.5 4.3
-1.9 0.1 1.8
1.1 0.2 3.7
-0.4 -0.2 -2.7
3.1 0.1 -1.2

Results
Molar mass in g/mol: 92.01
ΔE to the lowest compared entry with this formula, charge and spin in kcal per mole: 21.77
HOMO-LUMO gap (alpha / beta) in eV: 8.7 / 8.8
Maximum force in eV/Å: 6.068
E_HOMO (alpha / beta) in eV: -9.37 / -9.44

Entry 16:
Below is a structure of composition N2O6Rb5 in a non-equilibrium geometry, with properties calculated with the ωB97M-V functional and the def2-TZVPD basis.

Last column: Mulliken spin population.
Atoms and positions in Å:
Rb 1.662202 4.215550 -0.008471  0.000
Rb 2.863812 0.828967 0.479616  0.001
Rb 0.573380 1.099614 -2.655420  -0.003
Rb -1.586733 2.025622 4.331322  0.000
Rb -2.244471 -2.507285 1.212849  0.000
N 0.211586 -2.340750 -1.489991  -0.040
O -0.375844 -2.113944 -2.489879  0.393
O 0.088169 -3.529187 -1.142840  0.575
O 1.088764 -1.564452 -1.138744  0.074
N -0.522262 0.980002 0.744374  0.000
O 0.145638 1.681061 0.048648  0.000
O -0.958050 1.295840 1.810450  0.000
O -0.946190 -0.071039 0.298087  -0.001

Forces on the atoms, in the same order (eV/Å):
-0.2 1.1 0.1
0.8 -0.9 0.4
-0.5 -0.3 -1.0
-0.4 0.2 0.7
-0.4 -0.4 0.1
4.0 -0.2 -0.7
-3.1 0.6 -2.5
-0.4 0.0 1.3
-0.2 -0.3 1.7
-4.2 -3.1 0.5
4.0 3.6 -2.3
0.3 2.1 3.4
0.2 -2.5 -1.7

Results
Molar mass in g/mol: 551.35
Total charge: +4
Multiplicity: 2
HOMO-LUMO gap (alpha / beta) in eV: 10.0 / 7.0
Maximum force in eV/Å: 5.852
E_HOMO (alpha / beta) in eV: -22.50 / -22.50